No. 1
The following is a quantum chemistry calculation of a cluster of 8 separate species, C48H116N8O11 in total, from OMol25.

Last column: Mulliken charge in e.
Positions of all 183 atoms, in Å:
C1 2.52445 0.53404 4.60039  -1.27
C2 4.08450 0.72752 4.97619  1.74
C3 4.79577 1.44763 3.74648  -1.95
C4 4.19927 1.71522 6.09431  -0.92
C5 3.83507 1.13370 7.41487  -0.72
C6 4.51350 -0.29109 7.62686  -1.22
C7 4.26267 -1.30294 6.46812  1.70
C8 5.18277 -2.47732 6.71912  -1.89
C9 2.84340 -1.81687 6.65006  -1.56
N1 4.66475 -0.60841 5.24127  0.22
O1 4.64783 -1.33111 4.05342  -0.36
H1 1.87799 0.35569 5.45968  0.29
H2 2.17892 1.46066 4.14205  0.08
H3 2.38159 -0.03223 3.68005  0.35
H4 4.59525 0.91007 2.81970  0.45
H5 4.43987 2.47125 3.62969  0.22
H6 5.87006 1.30172 3.85924  0.50
H7 5.22125 2.03255 6.30157  0.45
H8 3.78438 2.69926 5.87603  -0.01
H9 4.25658 1.66482 8.26830  0.45
H10 2.75003 1.03330 7.44126  0.26
H11 4.16070 -0.51182 8.63429  0.38
H12 5.58885 -0.14230 7.52891  0.44
H13 6.24370 -2.22736 6.72584  0.42
H14 5.08486 -3.36048 6.08782  0.33
H15 5.00052 -2.78668 7.74828  0.43
H16 2.48149 -2.42880 5.82382  0.17
H17 2.10347 -1.05478 6.89462  0.29
H18 2.72240 -2.55423 7.44364  0.45
H19 5.51452 -1.27289 3.64468  0.29
C10 -3.10646 6.31636 2.24674  -2.12
C11 -3.27134 5.73786 0.85372  1.83
C12 -3.14820 4.19969 1.16860  -1.53
C13 -4.68096 6.14753 0.35813  -1.27
C14 -4.82188 5.68661 -1.14868  -0.72
C15 -3.64240 6.34830 -2.01261  -1.37
C16 -2.30974 5.90632 -1.51021  1.64
C17 -2.10970 4.47356 -1.98131  -1.66
C18 -1.32999 6.85549 -2.33710  -1.89
N2 -2.22530 6.21831 -0.07533  0.04
O2 -0.90472 5.93544 0.45274  -0.27
H20 -3.12859 7.40524 2.29069  0.46
H21 -3.85740 6.05369 2.99185  0.39
H22 -2.12453 6.09545 2.66519  0.38
H23 -3.87385 3.87872 1.91593  0.47
H24 -3.36520 3.47071 0.38784  0.31
H25 -2.16666 3.96275 1.57913  0.21
H26 -5.38828 5.82114 1.12054  0.46
H27 -4.72445 7.23216 0.25919  0.32
H28 -4.94448 4.60485 -1.20216  0.31
H29 -5.81014 6.08928 -1.37073  0.45
H30 -3.80098 7.42524 -2.06875  0.47
H31 -3.82372 5.95308 -3.01212  0.43
H32 -2.22928 4.47198 -3.06473  0.46
H33 -2.81738 3.78768 -1.51562  0.32
H34 -1.10975 4.26239 -1.60235  0.30
H35 -1.43445 7.94048 -2.33752  0.50
H36 -1.61665 6.80948 -3.38773  0.45
H37 -0.29040 6.52868 -2.36054  0.33
H38 -0.69127 6.77470 0.86708  0.29
C19 0.23399 1.45742 -3.08181  -0.79
O3 0.24875 0.29397 -2.25795  -0.05
C20 0.41674 0.60492 -0.88779  -0.85
C21 0.17428 -0.66607 -0.07671  0.22
C22 -1.38899 -0.88108 -0.02940  -1.34
N3 0.80040 -0.54950 1.17847  -0.42
H39 0.27820 1.25410 -4.15176  0.12
H40 0.90728 2.27191 -2.81460  0.38
H41 -0.76591 1.86041 -2.92085  0.32
H42 1.41685 0.99931 -0.70793  0.37
H43 -0.34569 1.35422 -0.67481  0.32
H44 0.61169 -1.42490 -0.72552  0.37
H45 -1.61970 -1.81903 0.47571  0.07
H46 -1.81902 -0.92015 -1.03023  0.35
H47 -1.98605 -0.23010 0.60922  0.35
H48 0.66212 0.38524 1.53518  0.12
H49 1.80950 -0.52369 1.21232  0.34
C23 1.86768 -3.90110 2.56651  -0.50
O4 2.05905 -4.68597 1.34476  -0.39
C24 1.60700 -6.02696 1.22789  -0.91
C25 0.12644 -6.22543 1.78316  1.52
C26 -0.29019 -7.66411 1.81126  -1.72
N4 -0.76504 -5.44438 0.95485  -0.04
H50 2.36547 -4.50284 3.32692  0.48
H51 0.85380 -3.75029 2.93720  0.06
H52 2.53120 -3.04737 2.42873  0.14
H53 1.67444 -6.16983 0.14940  0.31
H54 2.39309 -6.69609 1.57776  0.33
H55 0.12737 -5.88359 2.81817  -0.41
H56 -1.06072 -7.94054 2.53095  0.37
H57 0.55028 -8.30191 2.08499  0.40
H58 -0.90495 -7.95472 0.95937  0.35
H59 -0.50509 -4.47055 1.01954  0.13
H60 -1.68333 -5.52391 1.36778  -0.25
C27 -1.53529 -5.40525 4.51423  -0.65
O5 -2.55144 -5.33215 3.46272  -0.29
C28 -3.12949 -4.06963 3.31564  -0.68
C29 -4.39420 -4.12392 2.32556  0.57
C30 -4.16090 -4.51681 0.86457  -1.32
N5 -5.08101 -2.87370 2.39774  -0.79
H61 -2.00457 -5.14388 5.46268  0.36
H62 -0.72133 -4.79071 4.12962  0.15
H63 -1.15186 -6.40793 4.70315  0.25
H64 -3.40686 -3.63944 4.27798  0.56
H65 -2.47881 -3.28027 2.93932  0.14
H66 -5.11374 -4.81189 2.76949  0.29
H67 -3.49144 -5.37516 0.80828  0.35
H68 -3.61898 -3.71111 0.36932  0.18
H69 -5.05915 -4.62044 0.25586  0.46
H70 -5.58582 -2.87891 3.27251  0.29
H71 -5.87773 -3.16213 1.84807  0.31
C31 -1.49241 -1.23285 -12.74820  -0.77
O6 -0.48707 -1.88334 -11.90579  -0.34
C32 0.16697 -0.95969 -11.08933  -0.43
C33 0.96826 -1.68598 -10.02914  -0.56
N6 2.07900 -0.84721 -9.57676  -0.31
C34 1.67897 0.25436 -8.65780  -1.33
C35 1.37227 -0.09929 -7.23325  0.61
O7 2.59158 -0.63171 -6.64049  -0.42
C36 2.68479 -0.65937 -5.23652  -0.37
H72 -2.12275 -2.00456 -13.19005  0.28
H73 -1.19510 -0.72099 -13.66346  0.31
H74 -2.13507 -0.51925 -12.23258  0.32
H75 -0.44445 -0.32047 -10.45242  0.30
H76 0.72429 -0.36316 -11.81158  0.32
H77 1.42854 -2.47419 -10.62493  0.43
H78 0.34734 -2.21603 -9.30691  0.18
H79 2.83333 -1.36953 -9.15454  0.31
H80 0.92515 0.94131 -9.04246  0.41
H81 2.58081 0.86650 -8.65004  0.41
H82 0.68047 -0.93355 -7.11698  -0.09
H83 1.05344 0.81631 -6.73513  0.20
H84 3.44181 -1.33501 -4.83836  0.32
H85 1.69093 -0.83936 -4.82671  -0.07
H86 2.78220 0.37418 -4.90426  0.35
C37 -1.61219 -1.50530 -4.69495  -0.64
O8 -2.12869 -2.48544 -3.83273  -0.45
C38 -1.21340 -3.57289 -3.62268  -0.31
C39 -1.76339 -4.64183 -2.72868  -0.37
N7 -2.75023 -5.44847 -3.38769  -0.29
C40 -2.23004 -6.35338 -4.45075  -0.36
C41 -3.37649 -7.20587 -4.99746  -0.74
O9 -3.62258 -6.62072 -6.28848  -0.35
C42 -4.91047 -7.10854 -6.75015  -0.74
H87 -0.78354 -1.16056 -4.07641  0.16
H88 -2.29624 -0.68667 -4.91861  0.35
H89 -1.11943 -1.91662 -5.57593  0.34
H90 -0.30668 -3.17766 -3.16469  0.33
H91 -1.05670 -3.91932 -4.64421  0.38
H92 -2.27984 -4.22580 -1.86364  -0.19
H93 -1.07694 -5.36071 -2.28135  0.34
H94 -3.36818 -4.80690 -3.86373  0.31
H95 -1.53271 -7.13507 -4.14944  0.26
H96 -1.85895 -5.76375 -5.28904  0.27
H97 -4.27213 -7.20525 -4.37623  0.38
H98 -3.26160 -8.25976 -5.25086  0.45
H99 -4.89679 -8.19571 -6.67282  0.30
H100 -5.19170 -6.85789 -7.77298  0.26
H101 -5.70576 -6.50004 -6.31963  0.29
C43 1.53324 3.30238 0.94873  -0.62
O10 2.12215 4.45627 1.56470  -0.49
C44 2.16509 4.46085 2.91372  1.05
C45 3.27397 5.43069 3.38046  -1.04
N8 3.38050 5.24575 4.85486  -0.05
C46 4.01602 6.27157 5.69272  -0.93
C47 3.07118 7.52942 6.04034  -0.52
O11 1.79995 7.11100 6.66575  -0.32
C48 0.70207 8.06235 6.71124  -0.77
H102 1.60623 3.23770 -0.13690  0.34
H103 0.44653 3.23692 1.00238  0.14
H104 2.08168 2.37167 1.09402  0.38
H105 2.46909 3.46979 3.25061  -0.89
H106 1.17967 4.61033 3.35495  0.31
H107 2.88958 6.44750 3.30016  0.48
H108 4.25251 5.37952 2.90303  0.27
H109 2.44887 5.08591 5.21069  0.25
H110 4.99842 6.47811 5.26807  0.43
H111 4.20852 5.68165 6.58884  0.30
H112 2.90161 8.14655 5.15802  0.34
H113 3.55452 8.32484 6.60760  0.51
H114 -0.19940 7.50351 6.96251  0.26
H115 0.35913 8.51193 5.77937  0.31
H116 0.91902 8.78506 7.49782  0.29

Cartesian forces (eV/Å) of the 2 atoms listed first:
1.228 1.747 -0.719
-1.965 0.219 -2.370

As for the LUMO energy: 0.5 eV. For the HOMO energy, the calculation gives -8.270 eV. The relative energy (zero: lowest compared OMol25 entry of this formula, charge and spin) comes out at 8.397 eV.

No. 2
The following is a quantum chemistry calculation of an isolated molecule of C3H7N2OP, from OMol25.

Last column: Mulliken charge in e.
Positions of all 14 atoms, in Å:
C1 1.50894 -0.42153 -0.23125  0.69
C2 0.69198 0.87810 -0.66458  -0.70
C3 -0.24347 1.16065 0.44593  -0.34
N1 0.78308 -1.34605 0.43666  -0.46
N2 -1.04603 -0.02307 0.73280  -0.14
O1 2.73579 -0.31554 -0.39408  -0.57
P1 -1.62131 -1.00251 -0.43186  -0.03
H1 1.27442 1.73869 -0.93460  0.33
H2 0.10829 0.67144 -1.62936  0.27
H3 0.34102 1.34407 1.36279  0.26
H4 -0.90163 2.05668 0.36695  0.30
H5 1.35477 -2.02311 0.99904  0.24
H6 -3.10015 -0.69321 -0.54927  0.09
H7 -1.88570 -2.02462 0.49084  0.07

Cartesian forces (eV/Å) of the 2 atoms listed first:
1.210 3.630 -0.011
-1.015 -1.724 -2.122

As for the LUMO energy (spin up / spin down): -2.0 / -2.3 eV. For the HOMO energy (spin up / spin down), the calculation gives -9.028 / -9.095 eV. The relative energy (zero: lowest compared OMol25 entry of this formula, charge and spin) comes out at 3.698 eV.

no.,F_max (hartree/bohr)
1,0.075
2,0.074